C26H53IN2O3Rb | ωB97M-V/def2-TZVPD

Values from the calculation:
- Kohn-Sham gap: 8.673 eV
- Total energy: -45688.279 eV
- Charge: +1
- Lowest unoccupied orbital energy: -3.10 eV
- Highest occupied orbital energy: -11.77 eV

CARTESIAN COORDINATES (ANGSTROEM)
I 5.688 -5.773 3.002
Rb 0.859 -4.113 3.723
O 1.027 -3.475 -1.626
O 0.864 -2.331 2.997
O 2.411 -1.946 0.934
N -1.535 -4.002 -0.508
N 2.715 -3.660 -4.219
C 0.581 -4.810 -1.568
C -0.947 -4.805 -1.573
C 3.564 -3.490 -3.296
C 1.201 -1.221 0.785
C 2.338 -3.223 -1.131
C 3.460 -4.058 1.106
C 0.308 1.067 0.084
C -5.192 8.013 -2.312
C -0.473 1.849 1.174
C -4.118 6.324 -0.620
C -6.106 6.871 -2.782
C -2.678 4.469 0.351
C 1.530 0.257 0.604
C 4.802 -2.684 -3.570
C -2.806 5.991 0.132
C -3.989 7.621 -1.422
C 0.268 -1.453 2.026
C 2.482 -2.621 4.860
C -0.425 3.384 1.006
C -1.714 4.071 1.506
C 4.703 -6.274 1.147
C -7.223 6.504 -1.785
C 3.334 -5.592 1.022
C 2.331 -3.288 0.429
C 3.426 -4.018 -1.862
C 1.729 -1.584 3.930
H 2.607 -2.213 5.856
H 2.527 -2.174 -1.362
H -2.758 6.502 1.092
H 1.924 -4.210 -3.887
H 2.339 0.358 -0.119
H -1.273 -5.836 -1.430
H 1.126 -0.860 4.476
H 4.444 -3.744 0.763
H 0.910 -5.331 -0.660
H -0.661 -1.914 1.688
H -4.344 5.468 -1.258
H -4.926 6.391 0.112
H -3.836 8.421 -0.692
H 2.465 -1.067 3.318
H 3.440 -2.852 4.381
H 1.850 0.705 1.548
H -2.259 3.385 2.156
H -5.793 8.776 -1.815
H 0.051 -0.496 2.495
H -5.528 5.983 -3.040
H 1.363 -3.704 0.742
H 4.617 -7.356 1.164
H -6.589 7.188 -3.709
H -1.478 4.965 2.081
H -1.716 -4.532 0.331
H -4.802 8.491 -3.214
H -1.321 -4.467 -2.539
H 2.739 -5.966 1.859
H 5.360 -5.980 0.332
H -0.230 3.633 -0.035
H -0.989 -3.178 -0.306
H 4.883 -1.846 -2.870
H 4.395 -3.860 -1.389
H -8.030 5.991 -2.307
H -1.986 6.312 -0.514
H 1.869 -3.586 4.842
H 3.244 -5.093 -1.877
H 2.925 -5.917 0.067
H 0.920 -5.407 -2.424
H 0.653 -1.530 -0.109
H 3.442 -3.798 2.166
H 5.688 -3.302 -3.404
H -6.845 5.824 -1.021
H 0.654 1.783 -0.659
H -7.598 7.403 -1.300
H -3.679 4.093 0.580
H -0.372 0.392 -0.440
H -2.360 3.997 -0.580
H 4.783 -2.282 -4.578
H -0.076 1.621 2.167
H 0.404 3.754 1.614
H -3.076 7.556 -2.017
H -1.510 1.504 1.183

C26H20N4OS3Tc | ωB97M-V/def2-TZVPD

Values from the calculation:
- Kohn-Sham gap (spin up / spin down): 6.669 / 6.410 eV
- 2S+1: 4
- Total energy: -69993.427 eV
- Charge: 0
- Lowest unoccupied orbital energy (spin up / spin down): -1.04 / -1.43 eV
- ΔE to the lowest compared entry with this formula, charge and spin: 18.4 kcal/mol
- Highest occupied orbital energy (spin up / spin down): -7.71 / -7.84 eV

CARTESIAN COORDINATES (ANGSTROEM)
Tc 0.979 1.008 -1.354
S 0.610 -5.242 -0.044
S 0.482 -2.296 -0.778
S -0.429 -0.424 -2.840
O 0.293 2.480 -2.859
N -1.012 -4.047 -1.710
N 2.313 0.348 -0.500
N -0.342 6.728 6.927
N -1.353 -2.896 -2.501
C -0.339 5.156 4.844
C 2.361 -0.488 1.898
C -1.349 -6.174 -2.761
C 0.567 4.131 4.789
C -3.944 -6.344 -1.842
C 2.899 -0.230 0.626
C 5.046 -1.125 1.468
C 3.157 -1.050 2.867
C -1.007 4.787 2.576
C 4.248 -0.644 0.450
C -0.567 -1.964 -2.114
C -1.853 3.345 -2.460
C -3.204 -5.247 -1.537
C -0.484 5.953 6.076
C -0.536 3.336 -3.084
C 0.693 3.369 3.622
C -3.460 -7.350 -2.659
C 0.032 2.954 1.272
C -0.033 -3.980 -0.789
C -1.886 -5.194 -2.020
C -0.296 4.394 -4.189
C -1.130 5.475 3.757
C -0.106 3.722 2.474
C 0.230 2.223 0.284
C 4.475 -1.383 2.695
C -2.092 -7.273 -3.088
H 2.677 -1.193 3.815
H -4.960 -6.443 -1.348
H 1.301 2.470 3.627
H -1.885 -7.994 -3.837
H 1.240 3.902 5.639
H 6.066 -1.395 1.258
H -0.338 -6.086 -3.123
H 4.778 -0.518 -0.555
H -0.189 3.878 -5.182
H -4.123 -8.219 -2.845
H 4.955 -1.876 3.518
H 1.360 -0.150 2.124
H -1.794 6.305 3.879
H -2.607 3.327 -3.244
H -1.958 4.409 -2.118
H -1.528 5.170 1.698
H -1.050 5.154 -4.175
H 0.641 4.808 -4.012
H -1.955 2.786 -1.573
H -3.594 -4.391 -1.042

C16H10BrF5W | ωB97M-V/def2-TZVPD

Values from the calculation:
- Kohn-Sham gap (spin up / spin down): 5.718 / 6.546 eV
- 2S+1: 3
- Total energy: -102205.308 eV
- Charge: 0
- Lowest unoccupied orbital energy (spin up / spin down): -1.98 / -1.60 eV
- Highest occupied orbital energy (spin up / spin down): -7.70 / -8.14 eV

CARTESIAN COORDINATES (ANGSTROEM)
W -0.016 -0.610 -0.584
Br 1.224 -2.381 0.554
F -1.261 1.561 5.555
F 1.493 1.666 1.740
F -3.148 0.100 4.166
F -2.665 -0.777 1.766
F 1.087 2.272 4.296
C -1.680 0.023 2.283
C 2.297 -0.351 -2.722
C 1.703 1.526 -1.492
C -0.503 0.320 1.559
C -1.421 -0.003 -2.176
C 1.524 0.861 -2.744
C -2.133 -0.379 -1.001
C 0.157 1.534 3.644
C 2.965 -0.419 -1.467
C -1.806 -1.768 -0.711
C -0.687 -1.136 -2.635
C -0.876 -2.206 -1.722
C -1.026 1.181 4.292
C -1.972 0.441 3.588
C 2.621 0.742 -0.720
C 0.358 1.151 2.308
H -1.480 0.946 -2.702
H -2.272 -2.440 0.007
H -2.804 0.302 -0.481
H -0.258 -1.238 -3.622
H 1.182 2.431 -1.186
H 0.909 1.201 -3.580
H 3.629 -1.216 -1.151
H 2.328 -1.104 -3.513
H -0.421 -3.183 -1.834
H 2.952 0.952 0.285

C3H9NO | ωB97M-V/def2-TZVPD

Values from the calculation:
- Kohn-Sham gap: 9.955 eV
- Total energy: -6793.393 eV
- Charge: 0
- SMILES: C[C@@H](O)CN
- Lowest unoccupied orbital energy: 0.81 eV
- ΔE to the lowest compared entry with this formula, charge and spin: 38.4 kcal/mol
- Highest occupied orbital energy: -9.14 eV

CARTESIAN COORDINATES (ANGSTROEM)
O 0.496 1.415 -0.075
N -1.587 -0.103 -0.615
C 1.336 -0.967 -0.411
C -0.877 -0.432 0.680
C 0.610 0.046 0.421
H 0.859 -1.004 -1.374
H 1.151 -1.939 0.116
H 2.433 -0.682 -0.540
H -0.818 -1.513 0.891
H 1.438 1.926 -0.029
H -1.482 0.958 -0.683
H 1.147 0.037 1.378
H -2.578 -0.257 -0.665
H -1.426 -0.014 1.672

C4H8N2O | ωB97M-V/def2-TZVPD

Values from the calculation:
- Kohn-Sham gap: 11.194 eV
- Total energy: -9305.127 eV
- Charge: 0
- SMILES: C[C@](O)(C#N)CN
- Lowest unoccupied orbital energy: 0.81 eV
- ΔE to the lowest compared entry with this formula, charge and spin: 29.2 kcal/mol
- Highest occupied orbital energy: -10.38 eV

CARTESIAN COORDINATES (ANGSTROEM)
O -0.038 0.668 1.560
N 2.021 -1.774 0.378
N -1.456 -1.311 0.250
C 1.031 1.482 -0.400
C -0.858 -0.225 -0.518
C 1.329 -0.847 0.342
C 0.358 0.291 0.268
H -1.580 0.598 -0.579
H -0.718 0.021 1.820
H -0.552 -0.493 -1.540
H 1.279 1.255 -1.441
H 1.949 1.742 0.133
H -0.813 -2.101 0.286
H -2.303 -1.645 -0.197
H 0.352 2.338 -0.363

C5H10N6O4 | ωB97M-V/def2-TZVPD

Values from the calculation:
- Kohn-Sham gap: 8.670 eV
- Total energy: -22469.827 eV
- Charge: 0
- SMILES: CC1=NN(C)[C@](N)([N+](=O)[O-])[C@]1(N)[N+](=O)[O-]
- Lowest unoccupied orbital energy: 0.03 eV
- ΔE to the lowest compared entry with this formula, charge and spin: 6.3 kcal/mol
- Highest occupied orbital energy: -8.64 eV

CARTESIAN COORDINATES (ANGSTROEM)
O -2.567 0.770 -2.032
O -2.990 0.146 1.048
O -2.029 1.196 2.652
O -1.865 2.052 -0.354
N 0.254 0.245 -1.095
N -0.711 -1.350 1.588
N -1.977 1.051 -0.991
N 1.020 0.902 -0.248
N -2.038 0.579 1.645
N -1.530 -1.372 -0.908
C 1.313 1.312 2.134
C 0.702 0.023 -2.448
C -1.077 -0.153 -0.515
C 0.530 0.960 0.940
C -0.791 0.045 1.024
H 1.259 2.399 2.144
H -2.439 -1.450 -0.456
H -0.189 -1.867 0.901
H 0.904 0.882 3.154
H 0.001 0.241 -3.192
H -0.143 -1.204 2.459
H 2.423 1.075 2.133
H 0.929 -1.008 -2.651
H 1.458 0.838 -2.582
H -1.335 -1.525 -1.878

C4H8NS | ωB97M-V/def2-TZVPD

Values from the calculation:
- Kohn-Sham gap: 8.976 eV
- Total energy: -16594.336 eV
- Charge: +1
- SMILES: C=C(C=[NH2+])CS
- Lowest unoccupied orbital energy: -4.85 eV
- ΔE to the lowest compared entry with this formula, charge and spin: 24.7 kcal/mol
- Highest occupied orbital energy: -13.83 eV

CARTESIAN COORDINATES (ANGSTROEM)
S 2.278 -0.088 -0.071
N -0.392 1.953 0.133
C 0.962 -0.919 0.885
C -0.188 0.853 -0.558
C -0.254 -0.473 0.150
C -1.363 -1.086 -0.236
H -1.924 -0.480 -1.004
H 0.916 -1.947 1.019
H -0.415 1.847 1.121
H -0.786 2.853 -0.339
H -1.708 -2.082 -0.170
H 0.948 -0.482 1.880
H 2.131 -0.800 -1.144
H -0.206 0.851 -1.667

C16H52O10 | ωB97M-V/def2-TZVPD

Values from the calculation:
- Kohn-Sham gap: 10.138 eV
- Total energy: -37907.034 eV
- Charge: 0
- SMILES: CCO.CCO.CCO.CCO.CCO.CCO.CCO.CCO.O.O
- Lowest unoccupied orbital energy: 0.32 eV
- ΔE to the lowest compared entry with this formula, charge and spin: 84.2 kcal/mol
- Highest occupied orbital energy: -9.81 eV

CARTESIAN COORDINATES (ANGSTROEM)
O 14.683 -14.759 -9.334
O 14.461 -9.778 -12.861
O 11.896 -13.541 -12.788
O 11.905 -8.410 -13.136
O 10.641 -15.835 -13.139
O 6.387 -11.719 -14.273
O 8.085 -16.480 -12.637
O 6.621 -8.310 -12.429
O 9.432 -10.916 -6.765
O 13.969 -15.045 -13.842
C 7.344 -11.890 -7.579
C 11.470 -7.415 -12.189
C 13.419 -14.242 -9.685
C 15.733 -14.169 -12.616
C 7.093 -12.909 -14.158
C 15.120 -14.344 -14.018
C 8.143 -8.542 -10.561
C 10.165 -6.727 -12.736
C 6.242 -14.029 -14.700
C 12.893 -13.454 -8.405
C 11.235 -12.305 -12.934
C 10.624 -11.787 -11.636
C 6.759 -8.107 -11.046
C 8.899 -11.999 -7.493
C 14.342 -10.338 -10.485
C 14.541 -10.833 -11.915
H 11.563 -15.999 -12.942
H 6.772 -14.982 -14.696
H 15.679 -15.106 -12.062
H 6.122 -7.549 -12.735
H 13.643 -12.818 -7.935
H 11.863 -11.481 -13.272
H 7.113 -11.006 -8.174
H 12.552 -14.167 -7.655
H 5.978 -8.603 -10.468
H 9.004 -16.214 -12.673
H 9.341 -7.430 -12.860
H 10.530 -16.138 -14.040
H 5.276 -14.207 -14.227
H 15.391 -14.117 -9.431
H 9.780 -12.347 -11.233
H 12.711 -8.860 -12.872
H 14.849 -13.469 -14.610
H 8.005 -12.817 -14.748
H 11.359 -7.930 -11.235
H 13.260 -14.465 -13.557
H 13.379 -9.828 -10.453
H 9.098 -12.934 -6.968
H 10.513 -12.389 -13.746
H 9.380 -12.129 -8.463
H 7.982 -9.111 -9.645
H 15.563 -11.177 -12.071
H 9.836 -5.932 -12.068
H 10.306 -10.773 -11.880
H 6.957 -12.724 -8.164
H 15.262 -13.391 -12.014
H 13.836 -11.642 -12.109
H 13.537 -13.590 -10.550
H 11.351 -11.664 -10.833
H 15.341 -9.557 -13.176
H 15.730 -14.972 -14.668
H 7.001 -11.861 -6.544
H 8.058 -17.314 -13.105
H 6.929 -10.944 -14.111
H 6.030 -13.757 -15.734
H 8.707 -7.672 -10.224
H 8.720 -9.160 -11.249
H 12.755 -15.008 -10.087
H 12.301 -6.712 -12.126
H 11.164 -14.158 -12.712
H 9.093 -10.965 -5.868
H 6.687 -7.059 -10.754
H 15.169 -9.647 -10.318
H 14.403 -11.085 -9.694
H 16.763 -13.825 -12.706
H 7.404 -13.118 -13.135
H 11.945 -12.967 -8.632
H 10.360 -6.154 -13.643

C40H32F9OP2Pm | ωB97M-V/def2-TZVPD

Values from the calculation:
- Kohn-Sham gap (spin up / spin down): 7.831 / 8.012 eV
- 2S+1: 5
- Total energy: -103620.221 eV
- Charge: +2
- Lowest unoccupied orbital energy (spin up / spin down): -6.33 / -6.12 eV
- Highest occupied orbital energy (spin up / spin down): -14.16 / -14.13 eV

CARTESIAN COORDINATES (ANGSTROEM)
Pm -0.004 0.019 1.476
P 0.019 -1.739 -0.229
P 0.016 1.672 -0.339
F -1.430 -0.644 6.534
F 2.370 -0.394 4.707
F 1.242 -0.945 6.540
F -1.522 -1.858 4.676
F 0.151 1.506 6.575
F 1.051 -2.160 4.689
F 1.356 1.980 4.775
F -2.395 0.166 4.704
F -0.841 2.248 4.734
O 0.001 0.002 3.329
C -1.578 -1.515 -2.434
C -3.295 -4.700 0.891
C 0.737 -0.950 -2.763
C 0.606 3.168 1.946
C 3.200 -4.083 -1.123
C 1.190 -0.892 5.179
C 0.442 4.216 2.849
C -1.829 -1.275 -3.782
C -1.189 -4.180 -0.185
C 0.000 0.001 4.680
C 1.588 1.997 -1.089
C -2.349 -2.485 1.085
C 0.167 1.462 5.215
C -0.293 -1.367 -1.931
C 2.375 -2.531 1.043
C 2.005 -3.356 -1.193
C 2.657 1.115 -0.939
C -1.407 5.048 1.539
C -2.610 1.392 -1.001
C 2.994 3.495 -2.349
C -3.714 1.492 -1.849
C -1.271 -2.887 0.297
C 0.491 -0.712 -4.114
C 4.057 2.599 -2.231
C 3.894 1.412 -1.519
C -1.252 4.000 0.636
C -0.244 3.060 0.841
C -3.368 -3.398 1.377
C -0.564 5.157 2.645
C 1.602 -2.583 -0.119
C 1.755 3.191 -1.765
C 3.565 -3.261 1.117
C -1.365 -0.595 5.173
C -2.204 -5.096 0.113
C -1.152 2.088 -2.791
C -2.259 2.178 -3.646
C 3.979 -4.033 0.034
C -3.537 1.890 -3.173
C -0.794 -0.880 -4.628
C -1.335 1.714 -1.473
H 4.727 0.720 -1.403
H -2.737 1.058 0.032
H 5.020 2.836 -2.681
H 0.692 0.131 -7.706
H -2.839 -1.392 -4.174
H -0.161 2.299 -3.180
H -2.193 5.786 1.379
H 1.412 -3.400 -2.104
H 2.526 0.198 -0.355
H -4.207 -3.087 1.996
H 2.045 -1.925 1.897
H -0.989 -0.694 -5.683
H 1.748 -0.820 -2.378
H -2.137 -6.117 -0.257
H -1.917 3.912 -0.221
H -2.381 -1.465 1.485
H 4.164 -3.220 2.025
H 1.307 -0.397 -4.766
H 1.403 2.431 2.100
H 3.517 -4.686 -1.972
H -2.393 -1.830 -1.783
H 1.102 4.292 3.711
H -0.694 5.977 3.351
H -4.395 1.963 -3.840
H 0.943 3.912 -1.837
H 4.909 -4.597 0.088
H -4.082 -5.415 1.125
H 3.127 4.433 -2.885
H -2.113 2.466 -4.687
H -4.707 1.250 -1.474
H -0.341 -4.500 -0.784
H -0.058 0.133 -7.757

C3H8NO2 | ωB97M-V/def2-TZVPD

Values from the calculation:
- Kohn-Sham gap: 9.905 eV
- Total energy: -8815.447 eV
- Charge: +1
- Lowest unoccupied orbital energy: -4.35 eV
- ΔE to the lowest compared entry with this formula, charge and spin: 103.9 kcal/mol
- Highest occupied orbital energy: -14.25 eV

CARTESIAN COORDINATES (ANGSTROEM)
O 0.393 -1.107 -0.368
O 1.571 0.438 0.967
N -1.714 1.118 -0.290
C 1.913 1.028 -0.356
C -0.359 -1.838 0.571
C 1.037 -0.123 -0.046
H -1.384 -1.676 0.347
H -2.300 1.739 0.325
H -2.318 0.552 -0.962
H 2.984 0.902 -0.634
H -0.078 -1.521 1.588
H -0.157 -2.953 0.608
H -1.016 1.542 -0.910
H 1.427 1.898 -0.839

CH3F3NS | ωB97M-V/def2-TZVPD

Values from the calculation:
- Kohn-Sham gap (spin up / spin down): 7.617 / 7.919 eV
- 2S+1: 3
- Total energy: -21546.792 eV
- Charge: +1
- Lowest unoccupied orbital energy (spin up / spin down): -5.39 / -10.57 eV
- ΔE to the lowest compared entry with this formula, charge and spin: 70.3 kcal/mol
- Highest occupied orbital energy (spin up / spin down): -13.01 / -18.49 eV

CARTESIAN COORDINATES (ANGSTROEM)
S 1.251 0.002 -0.065
F 1.682 1.069 -1.173
F 2.402 -1.022 -0.035
F 1.849 0.792 1.171
N -0.115 -0.604 -0.081
C -1.606 -0.068 0.090
H -2.231 -0.933 -0.108
H -1.568 0.370 1.062
H -1.664 0.394 -0.861

C5H15N2OSi | ωB97M-V/def2-TZVPD

Values from the calculation:
- Kohn-Sham gap: 11.020 eV
- Total energy: -18326.140 eV
- Charge: +1
- SMILES: CC[Si](C)(C)C(=[NH2+])NO
- Lowest unoccupied orbital energy: -3.08 eV
- ΔE to the lowest compared entry with this formula, charge and spin: 0.0 kcal/mol
- Highest occupied orbital energy: -14.10 eV

CARTESIAN COORDINATES (ANGSTROEM)
Si 0.019 0.254 0.323
O 4.142 -0.404 -0.188
N 2.953 0.268 -0.050
N 1.907 -1.519 -0.941
C -0.295 -0.725 1.848
C -1.321 -0.123 -1.073
C -2.776 -0.217 -0.655
C 1.810 -0.387 -0.327
C 0.172 2.083 0.536
H 1.042 -2.067 -1.185
H -2.880 0.658 0.012
H -0.701 2.642 0.156
H -3.418 -0.090 -1.490
H -1.078 0.575 -1.857
H -3.072 -1.087 -0.043
H 2.801 -1.896 -1.210
H 0.224 2.518 1.565
H 0.266 -0.307 2.669
H -1.158 -1.125 -1.696
H 0.058 -1.716 1.667
H 3.010 1.193 0.355
H 4.727 0.304 -0.600
H 1.026 2.536 -0.175
H -1.352 -0.849 1.947